No. 1
Entry from the OMol25 dataset: a cluster of 2 separate species, C14H16O in total (ωB97M-V with the def2-TZVPD basis set).

Geometry as ORCA input:
```
! wB97M-V def2-TZVPD RIJCOSX def2/J DEFGRID3
* xyz 0 1
C 4.64 -0.56 0.86
C 3.33 0.13 1.12
C 2.22 -0.62 1.53
C 0.92 -0.13 1.51
C 0.77 1.22 1.21
O -0.50 1.71 1.40
C 1.84 2.03 0.88
C 3.12 1.45 0.77
H 5.54 -0.01 1.13
H 4.68 -0.69 -0.21
H 4.80 -1.51 1.38
H 2.40 -1.69 1.60
H 0.13 -0.82 1.77
H -0.71 2.50 0.88
H 1.78 3.10 0.76
H 3.89 2.15 0.59
C -0.45 -0.79 -1.56
C -1.93 -0.67 -1.40
C -2.67 -1.68 -0.80
C -3.94 -1.45 -0.34
C -4.62 -0.29 -0.71
C -3.90 0.75 -1.28
C -2.58 0.55 -1.65
H 0.02 -0.34 -2.44
H -0.17 -1.82 -1.39
H 0.06 -0.28 -0.73
H -2.18 -2.64 -0.68
H -4.50 -2.25 0.16
H -5.69 -0.36 -0.61
H -4.35 1.67 -1.65
H -1.95 1.32 -2.09
*
```

For the total energy, the calculation gives -618.2832 hartree. For the HOMO energy, the calculation gives -8.427 eV. The calculation puts the energy above the lowest of the compared OMol25 structures with the same formula, charge and spin at 20.6 kcal per mole. The largest force on an atom is 1.9 eV/Å.

Results of the natural (NBO) charge analysis, in e, for atoms 1 through 2: C -0.629; C -0.055

No. 2
Entry from the OMol25 dataset: a structure of composition C13H30AlF4NO7PS (ωB97M-V with the def2-TZVPD basis set).

Geometry as ORCA input:
```
! wB97M-V def2-TZVPD RIJCOSX def2/J DEFGRID3
* xyz -1 1
C 4.50 0.36 -4.33
C 3.98 1.77 -4.26
O 4.66 2.72 -4.01
O 2.66 1.88 -4.54
C 1.83 2.25 -3.42
C 0.38 2.39 -3.89
C -0.68 1.73 -2.99
Al -0.30 -0.12 -2.28
C 0.87 -1.30 -3.37
C 0.88 -1.12 -4.90
C -0.48 -0.81 -5.54
F -0.65 -1.57 -6.71
P 0.56 -0.04 -0.03
N -0.73 0.53 0.95
O 1.62 1.28 -0.16
S -2.49 -1.15 -2.17
O -3.04 -1.19 -0.82
O -3.34 -0.67 -3.26
C -2.34 -2.98 -2.55
F -3.49 -3.61 -2.32
F -1.99 -3.19 -3.84
F -1.39 -3.54 -1.78
H 3.70 -0.36 -4.18
H 4.95 0.20 -5.31
H 5.28 0.23 -3.58
H 2.22 3.20 -3.02
H 1.93 1.49 -2.64
H 0.17 3.47 -3.97
H 0.33 2.01 -4.91
H -0.89 2.38 -2.14
H -1.62 1.67 -3.55
H 1.90 -1.21 -3.00
H 0.58 -2.33 -3.14
H 1.22 -2.04 -5.40
H 1.59 -0.34 -5.18
H -0.57 0.23 -5.85
H -1.32 -1.06 -4.89
H -1.06 1.46 0.71
H -0.39 0.60 1.91
H 1.17 2.07 -0.50
C -1.85 1.74 5.02
C -0.89 0.58 4.90
O 0.37 0.98 4.37
H -2.00 2.22 4.05
H -2.82 1.41 5.40
H -1.47 2.49 5.72
H -1.27 -0.16 4.19
H -0.75 0.09 5.87
H 0.76 1.63 4.97
C -1.48 -2.10 9.74
C -1.23 -1.85 8.26
O -0.47 -0.67 8.03
H -1.99 -1.26 10.19
H -2.08 -3.00 9.88
H -0.53 -2.25 10.27
H -2.17 -1.70 7.74
H -0.73 -2.71 7.81
H 0.38 -0.76 8.46
*
```

For the total energy, the calculation gives -2476.3117 hartree. For the HOMO energy, the calculation gives -4.387 eV. The largest force on an atom is 0.8 eV/Å.

Results of the natural (NBO) charge analysis, in e, for atoms 1 through 2: C -0.734; C 0.822

No. 3
Entry from the OMol25 dataset: a structure of composition C9H21ClIO2P2Y (ωB97M-V with the def2-TZVPD basis set).

Geometry as ORCA input:
```
! wB97M-V def2-TZVPD RIJCOSX def2/J DEFGRID3
* xyz 2 1
C -1.71 -0.27 -2.80
C -0.60 -0.41 -1.79
H -1.44 -0.76 -3.74
H -1.92 0.79 -3.01
H -2.63 -0.74 -2.43
O 0.45 -0.98 -2.01
I -2.87 2.14 1.86
Y -0.88 0.63 0.56
P -1.03 -2.25 1.13
C 0.30 -3.50 1.00
C -1.22 -2.30 2.95
H -1.74 -3.22 3.24
H -2.92 -3.76 1.45
H -1.79 -1.43 3.29
H -3.27 -2.49 0.26
H 1.15 -3.21 1.64
H -0.23 -2.27 3.43
C -2.51 -3.20 0.60
H -0.07 -4.49 1.32
H -2.27 -3.89 -0.22
H 0.65 -3.56 -0.04
P 1.15 2.38 -0.64
C 2.88 1.97 -1.09
C 0.67 3.55 -1.97
H 0.64 3.72 1.32
H 1.90 4.49 0.30
H 2.31 3.11 1.38
C 1.54 3.54 0.73
H -0.43 3.55 -2.03
H 1.01 4.56 -1.72
H 3.39 2.86 -1.48
H 2.89 1.18 -1.85
H 1.08 3.24 -2.94
H 3.42 1.60 -0.21
Cl 0.41 0.84 2.76
O 2.33 -1.00 0.26
C 1.35 -0.44 0.50
*
```

For the total energy, the calculation gives -1984.3692 hartree. For the HOMO energy (spin up / spin down), the calculation gives -16.477 / -16.306 eV. The calculation puts the energy above the lowest of the compared OMol25 structures with the same formula, charge and spin at 47.9 kcal per mole. The largest force on an atom is 5.1 eV/Å.

Results of the natural (NBO) charge analysis, in e, for atoms 1 through 2: C -0.742; C 0.372

No. 4
Entry from the OMol25 dataset: a structure of composition C9H15O3PSn (ωB97M-V with the def2-TZVPD basis set).

Geometry as ORCA input:
```
! wB97M-V def2-TZVPD RIJCOSX def2/J DEFGRID3
* xyz 2 1
O -5.46 -2.48 -2.49
C -4.67 -1.87 -1.92
Sn 0.32 -2.31 -1.45
C 1.30 -0.76 -3.01
C 1.96 -3.86 -0.34
O 1.26 -0.05 -3.92
O 2.58 -4.76 0.01
C 2.50 -0.44 1.27
C 0.99 -0.25 1.38
P 0.01 -0.21 -0.15
C -1.77 -0.07 0.24
C -2.09 0.85 1.41
C 0.51 1.38 -0.94
C 0.53 2.61 -0.05
H 2.79 -1.37 0.77
H 2.91 -0.50 2.29
H 3.01 0.40 0.78
H 0.55 -1.05 2.00
H 0.78 0.70 1.90
H -2.30 0.26 -0.67
H -2.15 -1.09 0.44
H -1.96 1.90 1.14
H -3.14 0.73 1.71
H -1.47 0.64 2.29
H 1.51 1.22 -1.36
H -0.17 1.53 -1.80
H 1.11 2.48 0.87
H 1.01 3.42 -0.61
H -0.47 2.96 0.21
*
```

For the total energy, the calculation gives -1132.6274 hartree. For the HOMO energy, the calculation gives -17.540 eV. The largest force on an atom is 5.3 eV/Å.

Results of the natural (NBO) charge analysis, in e, for atoms 1 through 2: O -0.449; C 0.454

No. 5
Entry from the OMol25 dataset: a structure of composition C45H44NiP2 (ωB97M-V with the def2-TZVPD basis set).

Geometry as ORCA input:
```
! wB97M-V def2-TZVPD RIJCOSX def2/J DEFGRID3
* xyz 0 3
Ni -0.05 0.27 1.19
C -1.57 0.81 -3.82
C -1.58 -0.49 -3.52
C -0.84 -1.54 -4.29
C 0.59 -1.17 -4.76
C 1.40 -0.28 -3.86
C 1.38 1.06 -3.87
C 0.55 1.91 -4.77
C -0.90 1.42 -5.01
C 1.98 0.18 2.28
H -2.19 1.50 -3.25
H -2.29 -0.87 -2.78
H -1.41 -1.80 -5.20
H -0.80 -2.46 -3.69
H 1.14 -2.12 -4.86
H 0.53 -0.75 -5.78
H 2.16 -0.80 -3.28
H 2.13 1.62 -3.32
H 1.03 2.01 -5.77
H 0.53 2.92 -4.34
H -1.48 2.31 -5.30
H -0.92 0.74 -5.87
H 1.02 0.73 2.52
H 2.79 0.79 2.70
H 1.97 -0.79 2.78
P -1.37 -0.70 -0.09
P 2.35 -0.04 0.51
C 0.11 -1.21 -1.01
C 1.44 -0.98 -0.74
C -2.31 -2.21 0.25
C -2.76 -3.02 -0.81
C -3.44 -4.21 -0.53
C -3.63 -4.60 0.80
C -3.16 -3.81 1.85
C -2.51 -2.61 1.58
C -2.47 0.57 -0.78
C -1.98 1.89 -0.94
C -2.85 2.93 -1.22
C -4.23 2.69 -1.29
C -4.73 1.40 -1.14
C -3.86 0.34 -0.88
C 3.87 -1.06 0.63
C 3.73 -2.42 0.96
C 4.86 -3.23 1.09
C 6.13 -2.70 0.87
C 6.27 -1.36 0.48
C 5.14 -0.54 0.36
C 2.83 1.64 0.04
C 2.78 2.74 0.91
C 3.09 4.02 0.43
C 3.41 4.22 -0.92
C 3.49 3.12 -1.78
C 3.26 1.83 -1.28
H -0.12 -1.93 -1.80
H 2.14 -1.53 -1.39
H -2.58 -2.72 -1.84
H -3.80 -4.82 -1.35
H -4.15 -5.54 1.01
H -3.30 -4.13 2.88
H -2.15 -1.98 2.39
H -0.90 2.07 -0.88
H -2.46 3.93 -1.41
H -4.92 3.52 -1.49
H -5.80 1.20 -1.22
H -4.25 -0.67 -0.74
H 2.73 -2.85 1.10
H 4.74 -4.28 1.35
H 7.02 -3.33 0.98
H 7.25 -0.95 0.27
H 5.25 0.50 0.05
H 2.51 2.63 1.96
H 3.08 4.87 1.12
H 3.59 5.22 -1.30
H 3.73 3.25 -2.83
H 3.41 0.96 -1.92
C -0.84 0.11 7.12
C 0.28 -0.06 6.29
C 0.15 0.03 4.92
C -1.08 0.34 4.27
C -1.28 0.56 2.87
C -2.49 1.07 2.45
C -3.63 1.12 3.30
C -3.50 0.80 4.63
C -2.23 0.48 5.15
C -2.08 0.36 6.55
H -0.74 0.04 8.20
H 1.26 -0.27 6.73
H 1.04 -0.12 4.33
H -2.61 1.45 1.43
H -4.59 1.42 2.88
H -4.35 0.82 5.31
H -2.96 0.52 7.17
*
```

For the total energy, the calculation gives -3931.9199 hartree. For the HOMO energy (spin up / spin down), the calculation gives -5.201 / -7.023 eV. The calculation puts the energy above the lowest of the compared OMol25 structures with the same formula, charge and spin at 0.0 kcal per mole. The largest force on an atom is 3.0 eV/Å.

Results of the Löwdin charge analysis, in e, for atoms 1 through 2: Ni 0.107; C -0.095

No. 6
Entry from the OMol25 dataset: a cluster of 6 separate species, C53H46F10N3O12 in total (ωB97M-V with the def2-TZVPD basis set).

Geometry as ORCA input:
```
! wB97M-V def2-TZVPD RIJCOSX def2/J DEFGRID3
* xyz 1 1
C 6.65 -5.36 0.94
C 7.41 -3.99 0.44
C 7.08 -2.67 1.41
O 5.65 -2.53 1.71
C 5.11 -1.25 1.14
C 3.48 -1.30 1.30
C 2.59 -2.68 1.30
C 3.00 -4.26 1.11
C 1.96 -4.85 -0.06
O 1.82 -4.08 -1.16
F 1.23 -6.15 0.08
N 1.17 -2.20 1.53
N -0.01 -2.91 1.66
C 1.04 -0.69 1.64
C -0.40 0.07 1.85
C -1.17 0.02 0.40
C -2.74 -0.46 0.48
C -3.28 -1.99 0.71
C -4.90 -2.42 0.74
C -6.05 -1.26 0.50
C -5.53 0.30 0.28
C -3.91 0.71 0.25
N 2.46 -0.18 1.49
C 2.89 1.27 1.52
C 2.12 2.26 0.47
C 2.33 1.90 -1.11
F 1.21 2.60 -1.85
F 2.20 0.46 -1.45
C 3.72 2.53 -1.77
F 3.44 4.01 -1.92
F 4.85 2.44 -0.81
C 4.05 1.98 -3.28
F 4.69 3.13 -4.01
F 2.85 1.61 -4.08
C 5.20 0.77 -3.31
F 4.83 -0.42 -2.52
F 5.32 0.33 -4.75
F 6.56 1.32 -2.94
H 6.04 -5.78 0.01
H 5.88 -5.18 1.83
H 7.37 -6.22 1.30
H 8.55 -4.23 0.36
H 7.02 -3.76 -0.65
H 7.76 -2.83 2.37
H 7.54 -1.70 0.88
H 5.52 -0.41 1.87
H 5.49 -1.11 0.04
H 4.07 -4.33 0.64
H 2.87 -4.85 2.12
H -0.28 -3.24 0.70
H 0.05 -3.68 2.35
H -0.98 -0.54 2.69
H -0.24 1.16 2.27
H -1.18 1.14 -0.01
H -0.57 -0.68 -0.32
H -2.53 -2.88 0.86
H -5.17 -3.55 0.92
H -7.17 -1.60 0.50
H -6.39 1.11 0.10
H -3.62 1.85 0.08
H 4.08 1.37 1.46
H 2.62 1.67 2.62
H 2.58 3.35 0.63
H 0.97 2.37 0.69
C -8.03 0.77 3.38
C -8.27 0.99 4.68
C -9.12 2.10 5.13
O -9.34 2.30 6.32
C -9.70 2.98 4.09
C -9.47 2.77 2.79
C -8.61 1.65 2.34
O -8.40 1.45 1.15
H -7.41 -0.04 3.03
H -7.85 0.35 5.45
H -10.32 3.79 4.44
H -9.88 3.40 2.02
C -3.08 0.48 6.95
C -4.15 -0.13 6.46
C -4.48 -0.06 5.02
O -5.47 -0.63 4.57
C -3.57 0.71 4.15
C -2.50 1.33 4.65
C -2.17 1.26 6.09
O -1.18 1.82 6.54
H -2.82 0.44 8.01
H -4.83 -0.71 7.08
H -3.83 0.75 3.10
H -1.82 1.90 4.02
C -2.93 2.90 -2.66
C -3.54 3.18 -3.81
C -3.99 4.54 -4.14
O -4.55 4.80 -5.20
C -3.72 5.60 -3.14
C -3.11 5.33 -1.99
C -2.66 3.96 -1.66
O -2.10 3.71 -0.61
H -2.60 1.90 -2.41
H -3.74 2.41 -4.56
H -4.05 6.60 -3.40
H -2.91 6.09 -1.25
C 6.05 5.54 -4.93
C 7.24 5.10 -4.52
C 8.46 5.92 -4.71
O 9.56 5.51 -4.35
C 8.30 7.23 -5.36
C 7.11 7.67 -5.77
C 5.89 6.86 -5.58
O 4.80 7.26 -5.94
H 5.14 4.96 -4.80
H 7.37 4.14 -4.05
H 9.21 7.82 -5.50
H 6.98 8.63 -6.25
C -3.23 -8.34 -3.32
C -3.62 -7.09 -3.04
C -2.85 -6.23 -2.12
O -3.20 -5.09 -1.86
C -1.62 -6.81 -1.53
C -1.23 -8.05 -1.81
C -2.00 -8.91 -2.73
O -1.65 -10.05 -2.99
H -3.79 -8.99 -3.98
H -4.52 -6.66 -3.46
H -1.06 -6.16 -0.87
H -0.33 -8.48 -1.39
*
```

For the total energy, the calculation gives -4111.7995 hartree. For the HOMO energy, the calculation gives -10.550 eV. The largest force on an atom is 10.0 eV/Å.

Results of the Löwdin charge analysis, in e, for atoms 1 through 2: C -0.147; C -0.207

No. 7
Entry from the OMol25 dataset: a structure of composition C17H32N4O2Pb (ωB97M-V with the def2-TZVPD basis set).

Geometry as ORCA input:
```
! wB97M-V def2-TZVPD RIJCOSX def2/J DEFGRID3
* xyz 0 1
Pb 33.02 10.71 -21.97
O 30.72 10.47 -22.39
H 29.89 10.87 -22.70
C 36.45 11.04 -21.17
O 35.24 11.71 -21.04
H 37.23 11.57 -21.71
H 36.95 10.82 -20.23
H 36.31 10.14 -21.75
C 36.36 14.00 -26.00
C 36.50 14.30 -24.48
C 35.11 14.36 -23.80
C 34.41 13.03 -23.94
N 33.89 12.01 -24.05
H 37.02 14.55 -26.66
H 35.34 14.31 -26.22
H 36.61 12.95 -26.18
H 36.94 15.28 -24.33
H 37.10 13.58 -23.92
H 34.52 15.16 -24.26
H 35.30 14.60 -22.75
C 31.42 15.25 -18.50
C 32.85 15.79 -18.88
C 33.71 14.63 -19.52
C 33.07 13.94 -20.70
N 32.56 13.38 -21.59
H 31.08 14.65 -19.35
H 30.76 16.08 -18.25
H 31.47 14.57 -17.66
H 33.28 16.23 -17.98
H 32.58 16.66 -19.48
H 34.03 13.88 -18.79
H 34.64 15.04 -19.91
C 31.98 6.23 -23.28
C 33.39 5.69 -23.09
C 33.79 5.83 -21.63
C 33.87 7.27 -21.20
N 33.90 8.41 -20.86
H 31.81 7.16 -22.74
H 31.21 5.56 -22.90
H 31.83 6.45 -24.34
H 34.23 6.11 -23.65
H 33.52 4.68 -23.48
H 34.65 5.27 -21.27
H 32.98 5.43 -21.03
C 34.92 11.24 -27.60
C 35.79 10.48 -26.54
C 35.22 9.03 -26.16
C 34.43 9.00 -24.94
N 33.80 8.99 -23.98
H 33.86 11.17 -27.36
H 35.05 10.67 -28.53
H 35.34 12.18 -27.98
H 35.94 11.07 -25.64
H 36.76 10.35 -27.02
H 36.02 8.35 -25.88
H 34.57 8.59 -26.91
*
```

For the total energy, the calculation gives -1229.1608 hartree. For the HOMO energy, the calculation gives -6.626 eV. The calculation puts the energy above the lowest of the compared OMol25 structures with the same formula, charge and spin at 17.3 kcal per mole. The largest force on an atom is 5.7 eV/Å.

Results of the natural (NBO) charge analysis, in e, for atoms 1 through 2: Pb 1.574; O -1.306